1 | The following is a quantum chemistry calculation of a cluster of 8 separate species, H16O8 in total, from OMol25.

Structure (ORCA input):
```
! RIJCOSX wB97M-V def2-TZVPD def2/J DEFGRID3
* xyz 0 1
O -0.745 -1.839 1.865
O 1.411 -2.810 -1.029
O 0.532 -0.196 0.022
O -1.703 1.383 -0.670
O 3.327 -0.734 0.668
O -3.208 0.251 1.590
O 1.249 2.763 0.850
O -0.497 1.027 -3.190
H -0.002 -0.614 0.734
H -3.752 -0.541 1.525
H 2.362 -0.619 0.647
H -2.819 0.356 0.706
H 1.259 -1.969 -0.561
H 0.731 2.098 0.378
H -0.465 0.555 -4.030
H 1.952 2.261 1.271
H 1.996 -3.314 -0.453
H -1.390 1.273 -1.592
H 0.002 -2.298 2.272
H 3.669 0.095 1.017
H -1.310 -1.572 2.603
H -0.124 0.236 -0.549
H -0.354 1.954 -3.420
H -2.118 2.254 -0.655
*
```

## Properties
- Frontier orbital gap: 10.771 eV
- Structure (SMILES): O.O.O.O.O.O.O.O

Atomic partial charges in e from the natural (NBO) method, atoms 1 to 6: -0.9506, -0.9573, -1.0190, -0.9960, -0.9551, -0.9617

---

2 | The following is a quantum chemistry calculation of a cluster of 8 separate species, H16O8 in total, from OMol25.

Structure (ORCA input):
```
! RIJCOSX wB97M-V def2-TZVPD def2/J DEFGRID3
* xyz 0 1
O -2.721 0.934 -1.411
O -0.351 -0.016 0.040
O 1.865 -0.433 1.877
O -1.573 1.638 1.960
O 1.325 -0.293 -2.179
O -1.595 -2.674 3.247
O 1.946 -3.031 -2.422
O 0.531 3.269 -1.048
H -1.355 -2.132 3.969
H -2.081 0.601 -0.970
H 1.716 -2.858 -3.342
H -0.014 -0.731 0.607
H 1.852 0.410 -2.486
H 2.343 -1.189 1.613
H -1.925 -2.027 2.450
H 1.696 -2.089 -2.160
H -0.199 3.535 -0.542
H -1.178 1.265 1.218
H -3.443 1.093 -0.851
H 0.368 -0.049 -0.523
H 2.200 0.282 1.311
H 0.910 2.724 -0.279
H 0.466 0.056 -2.561
H -0.783 1.714 2.485
*
```

## Properties
- Frontier orbital gap: 10.922 eV
- Structure (SMILES): O.O.O.O.O.O.O.O

Atomic partial charges in e from the natural (NBO) method, atoms 1 to 6: -0.9293, -0.9820, -0.9404, -0.9417, -0.9602, -0.9458

---

3 | The following is a quantum chemistry calculation of a cluster of 8 separate species, H16O8 in total, from OMol25.

Structure (ORCA input):
```
! RIJCOSX wB97M-V def2-TZVPD def2/J DEFGRID3
* xyz 0 1
O 6.611 21.955 23.237
O 3.887 17.488 22.891
O 1.085 21.841 26.090
O 8.559 19.062 29.055
O 7.823 22.888 27.248
O 7.662 17.139 25.335
O 7.593 25.898 23.372
O 5.352 19.066 19.117
H 8.136 22.104 27.699
H 7.775 26.093 22.453
H 8.475 23.050 26.567
H 2.960 17.591 23.109
H 2.000 22.115 26.040
H 5.786 19.658 19.730
H 8.261 17.098 24.590
H 6.791 17.062 24.948
H 6.752 21.735 24.158
H 8.316 18.414 29.716
H 6.858 22.877 23.169
H 6.968 26.572 23.641
H 5.649 19.353 18.253
H 4.015 18.042 22.121
H 0.586 22.654 26.003
H 8.423 18.616 28.220
*
```

## Properties
- Frontier orbital gap: 11.894 eV
- Structure (SMILES): O.O.O.O.O.O.O.O

Atomic partial charges in e from the natural (NBO) method, atoms 1 to 6: -0.9480, -0.9437, -0.9355, -0.9465, -0.9421, -0.9478

---

4 | The following is a quantum chemistry calculation of a cluster of 8 separate species, H16O8 in total, from OMol25.

Structure (ORCA input):
```
! RIJCOSX wB97M-V def2-TZVPD def2/J DEFGRID3
* xyz 0 1
O 0.653 0.938 -1.293
O 2.119 3.903 0.000
O 1.425 -2.999 -1.682
O 3.995 -0.537 0.940
O -3.057 -1.335 -0.960
O -0.627 -1.549 1.840
O -2.507 0.083 1.629
O -2.988 2.607 -0.692
H -2.380 -1.616 -1.586
H -2.579 2.841 -1.533
H 0.308 -1.635 2.058
H -0.987 -1.017 2.558
H 4.866 -0.152 0.786
H -3.827 2.206 -0.943
H -2.879 -0.790 1.457
H 0.669 -3.301 -1.166
H 1.751 -3.799 -2.110
H 2.153 2.963 0.210
H -2.535 0.165 2.589
H 3.043 4.178 0.006
H 1.161 1.750 -1.404
H 3.962 -1.289 0.338
H -2.985 -1.968 -0.237
H 1.246 0.356 -0.804
*
```

## Properties
- Frontier orbital gap: 10.712 eV
- Structure (SMILES): O.O.O.O.O.O.O.O

Atomic partial charges in e from the natural (NBO) method, atoms 1 to 6: -0.9318, -0.9341, -0.9393, -0.9436, -0.9281, -0.9429

---

1 is favored, and the nearest alternative lies 19.9 kcal/mol above it.

---

1 | The following is a quantum chemistry calculation of a cluster of 8 separate species, H16O8 in total, from OMol25.

Structure (ORCA input):
```
! RIJCOSX wB97M-V def2-TZVPD def2/J DEFGRID3
* xyz 0 1
O 5.390 30.221 8.471
O 5.589 28.112 6.349
O 5.190 30.280 3.898
O 2.734 31.056 8.537
O 1.577 31.800 4.724
O 5.363 27.182 3.679
O 3.615 30.051 6.224
O 2.891 27.466 7.956
H 4.391 30.089 4.379
H 3.378 27.440 7.134
H 4.468 29.607 6.365
H 2.199 31.366 5.275
H 1.696 31.587 3.753
H 2.584 31.182 9.473
H 6.118 28.902 6.295
H 5.846 30.718 7.770
H 1.853 30.905 8.228
H 5.391 27.560 4.560
H 4.978 30.030 3.020
H 3.211 29.928 7.089
H 4.497 30.554 8.436
H 5.705 27.898 3.092
H 5.790 27.696 7.220
H 1.984 27.385 7.785
*
```

## Properties
- Frontier orbital gap: 11.010 eV
- Structure (SMILES): O.O.O.O.O.O.O.O

Atomic partial charges in e from the natural (NBO) method, atoms 1 to 6: -0.9592, -0.9657, -0.9532, -0.9531, -0.9683, -0.9594

---

2 | The following is a quantum chemistry calculation of a cluster of 8 separate species, H16O8 in total, from OMol25.

Structure (ORCA input):
```
! RIJCOSX wB97M-V def2-TZVPD def2/J DEFGRID3
* xyz 0 1
O -0.213 -2.624 -0.964
O 0.539 2.035 3.114
O -0.113 0.244 -0.370
O 1.762 -0.132 1.753
O -2.260 1.325 -2.937
O -2.677 0.098 1.092
O 2.488 -2.641 0.152
O 0.223 2.668 -1.999
H -0.267 2.479 2.782
H 0.596 0.350 0.193
H 0.240 2.045 -1.431
H -1.752 1.571 -2.277
H -3.018 1.788 -2.582
H -0.612 -2.276 -1.869
H 2.299 -3.258 0.818
H -2.473 -0.309 1.954
H 2.706 -0.080 2.067
H 1.869 -0.911 1.359
H 1.662 -2.409 -0.217
H -0.894 -2.797 -0.440
H -1.783 0.094 0.549
H 0.105 -0.619 -0.716
H 0.932 1.184 2.639
H 0.643 2.174 -2.670
*
```

## Properties
- Frontier orbital gap: 10.603 eV
- Structure (SMILES): O.O.O.O.O.O.O.O

Atomic partial charges in e from the natural (NBO) method, atoms 1 to 6: -0.9608, -1.0181, -0.9639, -0.9553, -0.9194, -0.9811

---

1 is favored, and the nearest alternative lies 41.9 kcal/mol above it.

---

1 | The following is a quantum chemistry calculation of a cluster of 8 separate species, H16O8 in total, from OMol25.

Structure (ORCA input):
```
! RIJCOSX wB97M-V def2-TZVPD def2/J DEFGRID3
* xyz 0 1
O 0.903 2.335 -5.413
O -1.393 -1.114 -4.551
O 2.052 4.048 1.207
O -1.366 -3.875 1.977
O 0.475 -0.496 -0.655
O -0.146 -0.520 5.032
O -2.152 2.183 2.115
O 2.385 -3.779 0.954
H 0.496 3.140 -5.731
H 1.824 4.859 0.753
H -0.724 -1.797 -4.596
H 2.241 -2.949 0.500
H -1.881 -3.808 1.172
H 1.308 2.583 -4.581
H -1.026 -0.385 -5.051
H 1.210 3.626 1.382
H -0.199 -0.095 5.888
H -1.016 -0.401 4.650
H -3.013 2.087 1.708
H 2.730 -4.365 0.280
H -2.293 2.804 2.830
H 0.065 -0.348 -1.507
H -0.457 -3.788 1.688
H -0.023 0.054 -0.050
*
```

## Properties
- Frontier orbital gap: 11.219 eV
- Structure (SMILES): O.O.O.O.O.O.O.O

Atomic partial charges in e from the natural (NBO) method, atoms 1 to 6: -0.9406, -0.9429, -0.9341, -0.9420, -0.9467, -0.9319

---

2 | The following is a quantum chemistry calculation of a cluster of 8 separate species, H16O8 in total, from OMol25.

Structure (ORCA input):
```
! RIJCOSX wB97M-V def2-TZVPD def2/J DEFGRID3
* xyz 0 1
O -1.937 -1.890 -0.146
O 1.748 -0.347 -1.496
O 2.164 2.624 -1.531
O 1.393 -2.883 -2.306
O 0.863 0.724 1.881
O -2.292 -0.731 2.324
O -0.654 0.599 -0.394
O -1.429 2.615 1.537
H -1.812 -0.596 3.149
H 2.223 -3.193 -2.120
H 1.568 -0.830 -0.698
H -1.250 2.190 0.715
H 1.848 1.724 -1.694
H 0.030 0.269 -0.987
H 0.367 0.713 1.064
H -2.845 -2.133 -0.323
H 2.652 -0.579 -1.737
H -0.640 3.163 1.706
H 1.419 -1.925 -2.222
H -2.026 -1.622 0.818
H -3.208 -0.845 2.537
H 0.163 0.433 2.418
H -1.143 -0.215 -0.299
H 2.796 2.739 -2.196
*
```

## Properties
- Frontier orbital gap: 10.519 eV
- Structure (SMILES): O.O.O.O.O.O.O.O

Atomic partial charges in e from the natural (NBO) method, atoms 1 to 6: -0.9747, -0.9632, -0.9345, -0.9467, -0.9546, -0.9532

---

3 | The following is a quantum chemistry calculation of a cluster of 8 separate species, H16O8 in total, from OMol25.

Structure (ORCA input):
```
! RIJCOSX wB97M-V def2-TZVPD def2/J DEFGRID3
* xyz 0 1
O 2.548 -2.336 1.598
O 0.108 -2.206 0.398
O -0.632 3.484 -0.264
O 0.388 0.277 -0.671
O 2.142 2.189 0.138
O -0.343 -1.934 3.061
O -2.596 1.425 -0.396
O -1.276 0.152 -2.803
H 0.038 -1.933 2.160
H 0.379 -0.669 -0.537
H -1.167 -0.798 -2.973
H -0.805 -1.837 0.367
H 2.890 1.732 0.476
H 2.553 -3.277 1.935
H -0.033 -1.141 3.531
H 0.030 -3.133 0.378
H 1.867 -2.258 0.934
H -1.944 1.445 0.302
H -2.224 1.908 -1.151
H -0.181 0.336 -1.458
H 1.525 1.481 -0.121
H 0.006 2.920 -0.652
H -1.891 0.418 -3.425
H -1.374 3.755 -0.815
*
```

## Properties
- Frontier orbital gap: 10.251 eV
- Structure (SMILES): O.O.O.O.O.O.O.O

Atomic partial charges in e from the natural (NBO) method, atoms 1 to 6: -0.9506, -0.9723, -0.9532, -0.9894, -0.9765, -0.9770

---

4 | The following is a quantum chemistry calculation of a cluster of 8 separate species, H16O8 in total, from OMol25.

Structure (ORCA input):
```
! RIJCOSX wB97M-V def2-TZVPD def2/J DEFGRID3
* xyz 0 1
O -2.244 34.348 16.620
O -2.430 37.141 17.056
O -2.408 37.892 14.333
O 0.268 37.085 17.456
O -5.087 37.248 17.480
O -0.355 35.485 19.653
O -5.161 38.700 14.909
O -3.122 35.033 19.591
H -1.295 35.478 19.726
H -0.641 37.323 17.407
H -3.662 34.322 19.219
H 0.267 36.506 16.701
H -0.141 36.127 18.990
H -3.368 37.322 17.206
H -2.295 37.592 15.198
H -6.068 38.842 14.806
H -3.209 38.419 14.274
H -5.047 38.077 15.640
H -5.314 36.702 18.256
H -1.357 33.980 16.795
H -5.002 36.659 16.740
H -2.846 33.942 17.235
H -2.594 34.498 20.285
H -2.374 36.215 17.125
*
```

## Properties
- Frontier orbital gap: 9.759 eV
- Structure (SMILES): O.O.O.O.O.O.O.O

Atomic partial charges in e from the natural (NBO) method, atoms 1 to 6: -0.9470, -0.9976, -0.9766, -0.9436, -0.9415, -0.9775

---

2 is favored, and the nearest alternative lies 3.6 kcal/mol above it.